# 1
Here is one molecule with the formula C4H9NO2 at a distorted geometry from OMol25. Energies are from ωB97M-V/def2-TZVPD.

The geometry in XYZ format:
```
16
Properties=species:S:1:pos:R:3:forces:R:3:lowdin_charge:R:1
O -2.52825 0.09890 0.65295 0.3 -0.1 -0.1 -0.050
O 1.04959 1.20080 -1.50614 0.4 0.1 0.1 0.068
N -0.59788 1.34134 0.00301 0.5 0.2 0.2 0.082
C 1.96502 -1.37332 -0.49108 0.1 0.1 -0.6 -0.091
C 0.56264 -0.81773 -0.32690 -0.3 0.1 0.9 -0.168
C 0.42001 0.65342 -0.62751 -0.6 -0.1 -0.5 -0.478
C -1.40777 0.88432 1.06423 -1.1 -0.6 0.9 -0.285
H -0.89654 0.27488 1.80583 0.3 -0.3 -0.3 0.120
H -0.63180 2.31895 -0.23852 0.0 0.0 -0.1 0.144
H 1.97614 -2.42076 -0.18230 0.2 0.1 0.0 0.074
H 2.75841 -0.81579 0.00848 -0.3 0.0 0.4 0.079
H -3.07940 0.65221 0.08932 0.0 -0.1 0.0 0.084
H 0.09706 -1.07003 0.63036 0.4 0.1 0.1 0.098
H 2.23444 -1.30355 -1.54674 0.0 -0.2 0.0 0.076
H -1.80683 1.68872 1.67089 0.2 0.8 -0.2 0.122
H -0.11486 -1.31237 -1.00588 -0.2 -0.2 -0.6 0.124
```
Positions in Å, forces in eV/Å.

Computed properties:
Molar mass ... 103.12 g/mol
Orbital gap ... 0.3891 Ha
Max |F| ... 1.51 eV/A
Energy relative to the best compared isomer or geometry (same formula, charge and spin) ... 83.4 kJ/mol



# 2
Here is a 2-piece molecular cluster, C4H9NO2 overall at a distorted geometry from OMol25. Energies are from ωB97M-V/def2-TZVPD.

The geometry in XYZ format:
```
16
Properties=species:S:1:pos:R:3:forces:R:3:lowdin_charge:R:1
O 2.24424 -1.15240 -0.11994 2.8 5.1 3.0 -0.128
O 0.45268 -0.76091 -1.93753 -0.3 0.6 1.0 0.035
N -0.77074 0.21928 -0.24619 -0.7 0.3 -0.8 0.148
C -0.10219 -0.81225 -0.84061 -1.5 -1.0 -2.4 -0.559
C -0.56638 -2.08271 -0.24371 1.4 -0.9 2.0 -0.013
C -1.03426 2.30584 0.81516 -2.3 4.8 0.2 -0.086
C -0.28162 1.21299 0.31329 0.9 -1.4 0.2 -0.227
H -2.02035 2.23664 1.37793 1.6 -0.8 -0.2 0.108
H -0.34086 3.04616 1.30029 -0.9 -0.7 0.0 0.087
H -1.09504 -2.76466 -0.84781 -0.8 -0.3 -1.2 0.075
H -1.45673 2.92214 -0.05718 0.8 -0.8 0.7 0.111
H 0.77942 1.22133 0.46372 0.8 0.3 0.1 0.108
H 2.29365 -0.85147 -1.02250 -0.3 -0.4 -1.1 -0.002
H -1.08649 -1.96284 0.70208 -0.3 0.3 -0.1 0.084
H 2.66700 -0.14834 0.29689 -1.8 -4.8 -1.4 0.186
H 0.31767 -2.62882 0.04610 0.5 -0.3 0.0 0.073
```
Positions in Å, forces in eV/Å.

Computed properties:
Molar mass ... 103.12 g/mol
Orbital gap ... 0.3734 Ha
Max |F| ... 6.60 eV/A
Energy relative to the best compared isomer or geometry (same formula, charge and spin) ... 295.2 kJ/mol



# 3
Here is one molecule with the formula C4H9NO2 from OMol25. Energies are from ωB97M-V/def2-TZVPD.

The geometry in XYZ format:
```
16
Properties=species:S:1:pos:R:3:forces:R:3:lowdin_charge:R:1
O 2.12514 -1.32398 0.66411 0.1 0.6 -0.4 0.014
O -0.34719 -2.02449 0.98054 -0.7 0.1 0.0 -0.067
N 1.02679 0.41926 -0.37560 0.2 -0.2 0.0 0.063
C -1.16892 1.45428 -0.30285 0.0 -0.1 0.0 -0.059
C -0.27760 0.36649 0.29874 0.0 -0.1 0.1 -0.341
C 2.06569 -0.41308 -0.15555 0.1 -0.2 0.2 -0.310
C -0.91155 -1.02786 0.16616 -0.3 0.1 0.0 -0.243
H 0.61137 -1.88472 1.03927 0.2 0.0 -0.1 0.020
H -0.91606 -1.29408 -0.91089 0.1 0.0 0.3 0.130
H -1.95793 -0.94778 0.47813 0.0 0.1 -0.1 0.119
H 2.92026 -0.21327 -0.81223 0.1 0.2 -0.1 0.134
H -0.12409 0.56647 1.36690 0.0 0.0 -0.1 0.155
H -1.38121 1.24861 -1.35958 0.0 0.0 0.2 0.086
H -2.12330 1.49493 0.22967 0.2 0.0 -0.1 0.084
H 1.16381 1.13334 -1.07668 0.0 -0.1 0.1 0.132
H -0.70522 2.44587 -0.23013 0.0 -0.2 0.0 0.081
```
Positions in Å, forces in eV/Å.

Computed properties:
Molar mass ... 103.12 g/mol
Orbital gap ... 0.3876 Ha
Max |F| ... 0.72 eV/A
Energy relative to the best compared isomer or geometry (same formula, charge and spin) ... 83.6 kJ/mol



# 4
Here is C4H9NO2 as an isolated structure at a distorted geometry from OMol25. Energies are from ωB97M-V/def2-TZVPD.

The geometry in XYZ format:
```
16
Properties=species:S:1:pos:R:3:forces:R:3:lowdin_charge:R:1
O 1.36461 -1.59714 0.21367 0.0 0.0 -0.6 -0.042
O -0.43327 1.15434 -1.34158 -0.9 0.4 0.7 -0.007
N 1.04372 -0.21335 0.09112 1.5 0.8 0.0 -0.223
C -2.42133 -0.18534 0.52084 -0.7 0.5 -1.2 -0.048
C -0.16890 -0.01530 -0.76824 0.3 -1.7 3.1 -0.505
C 2.21538 0.55954 -0.29341 0.0 -0.5 -0.3 -0.070
C -1.11072 0.44959 0.25101 -0.6 0.2 -1.4 -0.005
H 2.68243 0.13787 -1.18828 0.2 0.1 -0.1 0.085
H 2.93865 0.56184 0.52272 0.0 0.0 0.0 0.078
H -0.78881 1.25227 0.90650 0.3 -0.3 -0.2 0.134
H 1.89010 1.57869 -0.49354 0.0 0.0 0.0 0.083
H -2.58172 -0.36867 1.58277 0.2 0.2 0.0 0.090
H 1.53181 -1.73081 1.15587 -0.2 0.2 -0.2 0.097
H -2.53734 -1.11882 -0.03062 0.1 0.0 0.1 0.082
H -0.41394 -0.95199 -1.29427 0.1 0.2 -0.1 0.157
H -3.21065 0.48729 0.16543 -0.2 -0.1 0.3 0.093
```
Positions in Å, forces in eV/Å.

Computed properties:
Molar mass ... 103.12 g/mol
Orbital gap ... 0.3227 Ha
Max |F| ... 3.51 eV/A
Energy relative to the best compared isomer or geometry (same formula, charge and spin) ... 562.8 kJ/mol



# 5
Here is a 2-piece molecular cluster, C4H9NO2 overall at a distorted geometry from OMol25. Energies are from ωB97M-V/def2-TZVPD.

The geometry in XYZ format:
```
16
Properties=species:S:1:pos:R:3:forces:R:3:lowdin_charge:R:1
O 2.12742 2.21074 0.03824 -3.3 0.8 1.0 0.003
O -3.12543 1.05464 -1.20333 0.5 -0.6 1.0 -0.008
N -2.50851 0.82854 -0.18305 -0.6 1.9 -1.4 -0.128
C 2.76731 -0.07582 0.18912 -3.4 -0.5 -2.6 -0.021
C -2.68039 -0.46793 0.39635 3.1 0.0 -0.3 -0.093
C 0.44565 0.63727 0.75549 2.1 -0.5 -0.7 0.013
C 1.65884 0.93611 0.30974 1.3 0.1 1.0 -0.438
H -3.09093 -0.26017 1.36053 0.2 -0.3 1.0 0.083
H 3.53233 0.38435 -0.34541 1.4 0.4 -1.3 0.057
H 0.25148 -0.37228 0.98017 -0.2 -1.0 0.3 0.038
H -1.56055 -0.83260 0.36006 -2.4 0.2 0.7 0.106
H -0.26290 1.34666 0.94277 -1.9 1.7 0.3 0.019
H -3.30910 -1.06840 -0.17128 -1.2 -1.3 -1.1 0.052
H 2.25925 -0.92764 -0.36371 1.2 0.7 0.4 0.113
H 3.17142 -0.45514 1.04706 0.7 -0.7 2.6 0.048
H 1.30051 2.77724 0.29342 2.4 -0.9 -0.9 0.155
```
Positions in Å, forces in eV/Å.

Computed properties:
Molar mass ... 103.12 g/mol
Orbital gap ... 0.3324 Ha
Max |F| ... 4.32 eV/A
Energy relative to the best compared isomer or geometry (same formula, charge and spin) ... 499.2 kJ/mol



# 6
Here is C4H9NO2 as an isolated structure at a distorted geometry from OMol25. Energies are from ωB97M-V/def2-TZVPD.

The geometry in XYZ format:
```
16
Properties=species:S:1:pos:R:3:forces:R:3:lowdin_charge:R:1
O -2.13706 0.51571 1.53223 0.1 0.3 -0.8 0.121
O 2.17164 -0.95517 0.33684 -0.7 0.8 0.0 -0.219
N -1.60992 -1.26460 0.07509 1.7 1.1 -0.6 0.138
C 1.12354 1.74021 0.44425 -0.1 0.1 0.2 -0.047
C -2.00803 0.03756 0.43088 -0.7 -0.1 3.5 -0.652
C -2.21080 0.18294 -0.89001 0.4 -1.2 -1.0 0.310
C -0.26266 -1.31274 -0.48489 -1.9 -2.1 -1.5 -0.079
H 2.90637 -1.58648 0.27014 -0.7 -0.6 -0.1 -0.012
H -0.19352 -0.70598 -1.39505 0.7 0.8 0.2 0.113
H -2.78169 -0.33763 -1.63374 0.0 0.1 -0.5 0.098
H 0.65110 1.95214 -0.50862 0.1 -0.1 -0.4 0.016
H 0.47677 1.04508 0.98938 0.2 0.4 0.2 -0.001
H 2.10281 1.26910 0.33702 -0.2 0.2 -0.1 0.008
H 1.19485 2.70079 0.95816 0.0 -0.2 0.2 0.026
H 0.50962 -0.94989 0.25860 1.8 0.6 0.6 0.082
H 0.06699 -2.33102 -0.72028 -0.5 0.1 0.0 0.098
```
Positions in Å, forces in eV/Å.

Computed properties:
Molar mass ... 103.12 g/mol
Orbital gap ... 0.1779 Ha
Max |F| ... 3.56 eV/A
Energy relative to the best compared isomer or geometry (same formula, charge and spin) ... 1090.4 kJ/mol



Number 1: DFT total energy -9879.1961 eV. Number 2: DFT total energy -9877.0008 eV. Number 3: DFT total energy -9879.1939 eV. Number 4: DFT total energy -9874.2273 eV. Number 5: DFT total energy -9874.8866 eV. Number 6: DFT total energy -9868.7593 eV.